(1)
{
  "formula": "C3H4O3",
  "method": "ωB97M-V with the def2-TZVPD basis set",
  "multiplicity": 1,
  "e_homo_ev": -10.3,
  "e_above_lowest_kj_mol": 321.7,
  "smiles": "O=CC(O)C=O",
  "lumo_ev": -0.37,
  "homo_lumo_gap_ev": 9.97,
  "charge": 0,
  "elements": ["O", "C", "C", "O", "C", "O", "H", "H", "H", "H"],
  "coordinates": [[0.06330, -1.06605, -1.00978], [0.32700, 0.38671, -0.26368], [1.12236, -0.38713, 0.74242], [2.32442, -0.41994, 0.68405], [-1.06806, 0.86626, -0.05066], [-1.98936, 0.13919, -0.33672], [-0.89719, -1.36812, -0.97082], [0.98731, 1.28129, -0.54318], [0.49830, -1.02752, 1.37219], [-1.27200, 1.89297, 0.29940]]
}

(2)
{
  "formula": "C3H4O3",
  "method": "ωB97M-V with the def2-TZVPD basis set",
  "multiplicity": 3,
  "e_homo_ev": [-5.1, -11.9],
  "e_above_lowest_kj_mol": 155.8,
  "lumo_ev": [0.65, -3.25],
  "homo_lumo_gap_ev": [5.73, 8.66],
  "charge": 0,
  "elements": ["C", "C", "C", "O", "O", "O", "H", "H", "H", "H"],
  "coordinates": [[2.67947, 1.28902, 0.24466], [-0.23004, -0.39924, -0.44657], [-1.08991, 0.55995, 0.42364], [3.11716, 0.27702, 0.54332], [0.82227, -0.15021, -0.95313], [-0.84580, -1.62544, -0.52844], [-0.69425, 1.61963, 0.46098], [-1.45088, 0.06359, 1.43307], [-2.05952, 0.69483, -0.12266], [-0.24851, -2.32916, -1.05488]]
}

(3)
{
  "formula": "C3H4O3Pt",
  "method": "ωB97M-V with the def2-TZVPD basis set",
  "multiplicity": 4,
  "e_homo_ev": [-11.9, -15.7],
  "e_above_lowest_kj_mol": 0.0,
  "lumo_ev": [-5.23, -7.52],
  "homo_lumo_gap_ev": [6.65, 8.17],
  "charge": 1,
  "elements": ["C", "C", "O", "C", "O", "O", "H", "H", "H", "Pt", "H"],
  "coordinates": [[1.63911, -0.16451, 0.14920], [0.58569, -0.26416, -0.87107], [-0.50319, 0.29564, -0.74579], [-2.05998, 0.30388, 1.24852], [-1.48120, 0.51121, 2.22678], [-2.66747, 0.16631, 0.25707], [2.27994, 0.69674, -0.09567], [0.76452, -0.86921, -1.77818], [2.27004, -1.06446, 0.08491], [-2.01698, 0.41150, -1.64337], [1.18953, -0.02292, 1.16760]]
}

(4)
{
  "formula": "C3H4O3Sc",
  "method": "ωB97M-V with the def2-TZVPD basis set",
  "multiplicity": 2,
  "e_homo_ev": [-6.7, -8.6],
  "e_above_lowest_kj_mol": 67.3,
  "lumo_ev": [-0.34, -0.67],
  "homo_lumo_gap_ev": [6.32, 7.92],
  "charge": 0,
  "elements": ["O", "C", "C", "H", "H", "H", "O", "C", "O", "Sc", "H"],
  "coordinates": [[-0.13033, 0.08122, -1.49670], [-1.13003, -0.38197, -1.05206], [-2.34763, -0.88277, -1.04082], [0.19966, -0.01715, 1.09103], [-2.47060, -1.96437, -1.10648], [-3.21895, -0.19614, -1.06759], [2.26425, -0.34387, 0.69419], [1.31322, 0.42205, 1.33468], [1.39747, 1.72736, 0.89162], [2.59382, 1.14539, -0.67796], [1.52912, 0.41024, 2.43012]]
}

(5)
{
  "formula": "C3H4O3Sc",
  "method": "ωB97M-V with the def2-TZVPD basis set",
  "multiplicity": 1,
  "e_homo_ev": [-23.0, -23.0],
  "e_above_lowest_kj_mol": 356.7,
  "lumo_ev": [-16.99, -17.00],
  "homo_lumo_gap_ev": [6.00, 5.99],
  "charge": 3,
  "elements": ["O", "C", "C", "H", "H", "H", "Sc", "O", "C", "O", "H"],
  "coordinates": [[0.41309, 1.26184, -1.91035], [0.36314, 0.11706, -1.93536], [0.39735, -1.15960, -1.26793], [1.53702, -1.00519, -1.81295], [0.28958, -2.01030, -1.95808], [-0.53982, -1.43504, -0.76415], [-0.08287, 2.29092, 0.93778], [0.21234, 0.22864, 0.91768], [-0.17764, -0.10953, 2.09149], [-0.86843, 1.00349, 2.51846], [-1.54377, 0.81771, 3.18343]]
}

(6)
{
  "formula": "C3H4O3Sm",
  "method": "ωB97M-V with the def2-TZVPD basis set",
  "multiplicity": 7,
  "e_homo_ev": [-6.3, -6.8],
  "e_above_lowest_kj_mol": 645.1,
  "lumo_ev": [-0.19, -0.58],
  "homo_lumo_gap_ev": [6.10, 6.22],
  "charge": 0,
  "elements": ["H", "H", "C", "C", "O", "C", "O", "Sm", "O", "H", "H"],
  "coordinates": [[-0.78396, -0.15086, -1.03418], [-1.73399, 1.16633, 1.61350], [-1.45998, 0.33776, 0.94510], [-0.54416, 0.59991, -0.16456], [0.84264, 0.18162, 0.16904], [1.80095, 0.68176, -0.54307], [2.42315, -0.34365, -1.10401], [-1.49074, -3.23202, 0.88914], [-1.68594, -0.89433, 1.34055], [-0.49780, 1.65750, -0.44799], [3.12983, -0.00402, -1.66352]]
}

(7)
{
  "formula": "C3H4O4",
  "method": "ωB97M-V with the def2-TZVPD basis set",
  "multiplicity": 1,
  "e_homo_ev": -10.3,
  "e_above_lowest_kj_mol": 152.8,
  "lumo_ev": 0.46,
  "homo_lumo_gap_ev": 10.77,
  "charge": 0,
  "elements": ["C", "C", "C", "O", "O", "O", "O", "H", "H", "H", "H"],
  "coordinates": [[-2.10622, -0.29558, 0.04609], [-0.87680, 0.54208, 0.32707], [-0.13418, -0.65247, -0.33627], [-3.25376, -0.06497, 0.32545], [-1.45321, -1.34578, -0.47044], [-0.73880, 1.81358, -0.22221], [0.75112, -1.39922, 0.33158], [-0.66836, 0.53931, 1.46609], [0.36617, -0.39226, -1.24320], [-1.00057, 1.97295, -1.14726], [0.89365, -2.15372, -0.21725]]
}

(8)
{
  "formula": "C3H4O5",
  "method": "ωB97M-V with the def2-TZVPD basis set",
  "multiplicity": 1,
  "e_homo_ev": -10.6,
  "e_above_lowest_kj_mol": 274.1,
  "smiles": "O=C(O)C(O)C(=O)O",
  "lumo_ev": -0.18,
  "homo_lumo_gap_ev": 10.46,
  "charge": 0,
  "elements": ["C", "C", "C", "H", "H", "H", "H", "O", "O", "O", "O", "O"],
  "coordinates": [[-0.42837, 0.60855, -0.55151], [-1.13768, -0.50013, 0.29657], [0.87672, 0.80681, 0.22156], [0.72011, -0.31474, -1.52162], [-0.98513, 1.48205, -0.70169], [-0.67769, -2.10244, 1.17951], [2.64872, 0.05328, 0.01633], [-0.29925, 0.02490, -1.86643], [-0.17755, -1.69215, 0.36980], [-2.16266, -0.48501, 1.09693], [1.73021, -0.21162, -0.26090], [1.21300, 1.78768, 0.81408]]
}

(9)
{
  "formula": "C3H4O5Sc",
  "method": "ωB97M-V with the def2-TZVPD basis set",
  "multiplicity": 1,
  "e_homo_ev": [-12.7, -12.6],
  "lumo_ev": [-5.61, -5.46],
  "homo_lumo_gap_ev": [7.11, 7.09],
  "charge": 1,
  "elements": ["C", "C", "O", "C", "O", "O", "O", "H", "H", "H", "O", "H", "Sc"],
  "coordinates": [[1.43561, 2.26284, 0.57168], [0.82066, 1.84365, -0.57038], [0.96027, 0.51852, -1.02445], [-0.03434, -0.35534, -0.90689], [0.31403, -1.54458, -1.24110], [-1.06871, -0.08254, -0.27714], [1.85990, 1.56173, 1.55874], [1.38116, 3.36951, 0.69480], [0.19107, 2.48277, -1.18874], [-1.46935, -1.48478, 0.76480], [-1.61639, -2.50640, 0.81029], [-2.24313, -2.77238, 1.48522], [-0.53076, -3.29297, -0.67683]]
}

(10)
{
  "formula": "C3H4OS",
  "method": "ωB97M-V with the def2-TZVPD basis set",
  "multiplicity": 1,
  "e_homo_ev": -8.7,
  "e_above_lowest_kj_mol": 321.5,
  "smiles": "C[C@]12O[C@H]1S2",
  "lumo_ev": 0.62,
  "homo_lumo_gap_ev": 9.34,
  "charge": 0,
  "elements": ["C", "C", "C", "O", "S", "H", "H", "H", "H"],
  "coordinates": [[-0.85200, 1.94096, 0.12697], [-0.46363, 0.64593, 0.48226], [0.40245, -0.54284, 0.34751], [-1.81099, 0.91912, 0.32514], [-0.19523, 2.19150, 1.74787], [-0.66416, 2.45125, -0.87206], [1.03092, -0.38054, -0.63389], [0.01742, -1.59547, 0.43298], [1.14846, -0.45748, 1.12009]]
}

(11)
{
  "formula": "C3H4OS",
  "method": "ωB97M-V with the def2-TZVPD basis set",
  "multiplicity": 1,
  "e_homo_ev": -9.7,
  "e_above_lowest_kj_mol": 346.8,
  "lumo_ev": -0.13,
  "homo_lumo_gap_ev": 9.55,
  "charge": 0,
  "elements": ["C", "C", "C", "O", "S", "H", "H", "H", "H"],
  "coordinates": [[-1.61324, 0.72425, 0.05326], [-0.82584, -0.27979, 0.31978], [1.04273, -0.06358, -0.05864], [3.10948, -1.24944, -1.08612], [1.66528, -1.39692, -0.66761], [-2.57284, 0.91885, 0.47841], [-1.26268, 1.62252, -0.31430], [-1.12814, -1.14696, 0.98864], [1.58524, 0.87107, 0.28658]]
}

(12)
{
  "formula": "C3H4OS",
  "method": "ωB97M-V with the def2-TZVPD basis set",
  "multiplicity": 1,
  "e_homo_ev": [-9.4, -9.4],
  "e_above_lowest_kj_mol": 125.1,
  "smiles": "CC(=S)C=O",
  "lumo_ev": [-1.61, -1.61],
  "homo_lumo_gap_ev": [7.79, 7.79],
  "charge": 0,
  "elements": ["C", "C", "C", "O", "S", "H", "H", "H", "H"],
  "coordinates": [[-1.05567, 1.53579, 0.39521], [-0.96059, 0.11602, 0.15662], [0.31650, -0.49745, -0.32186], [-0.28922, 2.35521, -0.00154], [-2.37056, -0.74149, 0.00497], [-2.04135, 1.81330, 0.75277], [0.03411, -1.18358, -1.17707], [0.95595, -1.05218, 0.36747], [0.86933, 0.51781, -0.73607]]
}

(13)
{
  "formula": "C3H4OS",
  "method": "ωB97M-V with the def2-TZVPD basis set",
  "multiplicity": 1,
  "e_homo_ev": -9.1,
  "e_above_lowest_kj_mol": 389.0,
  "lumo_ev": -0.41,
  "homo_lumo_gap_ev": 8.72,
  "charge": 0,
  "elements": ["C", "C", "C", "O", "S", "H", "H", "H", "H"],
  "coordinates": [[2.08756, 0.51379, 1.73645], [1.88194, 0.52002, 0.47552], [-2.08499, -0.09741, -0.85726], [2.22617, 0.37673, 2.87947], [-2.81057, -1.24509, -1.82982], [0.87275, 0.05445, 0.12364], [2.47571, 1.26822, -0.13217], [-2.94114, 0.58664, -0.48650], [-1.70744, -1.97736, -1.90933]]
}

(14)
{
  "formula": "C3H4OS",
  "method": "ωB97M-V with the def2-TZVPD basis set",
  "multiplicity": 1,
  "e_homo_ev": -9.6,
  "e_above_lowest_kj_mol": 95.7,
  "smiles": "O=C[C@@H]1CS1",
  "lumo_ev": 0.73,
  "homo_lumo_gap_ev": 10.29,
  "charge": 0,
  "elements": ["C", "C", "C", "O", "S", "H", "H", "H", "H"],
  "coordinates": [[-1.24033, -0.35709, -0.37972], [1.04964, 0.59183, -0.00799], [-0.07262, -0.24303, 0.46866], [-2.33338, -0.13091, 0.07098], [1.29732, -1.16776, -0.09173], [-0.97429, -0.80690, -1.34314], [0.95669, 1.01364, -0.92649], [1.62049, 1.11114, 0.72960], [-0.30353, -0.01090, 1.47984]]
}

(15)
{
  "formula": "C3H4OS",
  "method": "ωB97M-V with the def2-TZVPD basis set",
  "multiplicity": 1,
  "e_homo_ev": -9.3,
  "e_above_lowest_kj_mol": 433.0,
  "lumo_ev": -0.17,
  "homo_lumo_gap_ev": 9.09,
  "charge": 0,
  "elements": ["C", "C", "C", "O", "S", "H", "H", "H", "H"],
  "coordinates": [[0.73842, 3.28520, -0.68003], [0.16118, 2.23778, -1.15459], [0.27211, -1.37939, 1.15105], [1.07447, 4.35618, -0.40250], [-0.06397, -2.93806, 1.38788], [-0.21567, 2.21065, -2.07915], [0.30077, 1.27492, -0.81962], [0.00691, -1.37268, -0.03760], [0.28383, -2.78229, 2.69293]]
}

(16)
{
  "formula": "C3H4OS",
  "method": "ωB97M-V with the def2-TZVPD basis set",
  "multiplicity": 1,
  "e_homo_ev": [-8.4, -8.3],
  "e_above_lowest_kj_mol": 646.5,
  "lumo_ev": [-0.78, -0.40],
  "homo_lumo_gap_ev": [7.58, 7.92],
  "charge": 0,
  "elements": ["C", "C", "C", "O", "S", "H", "H", "H", "H"],
  "coordinates": [[0.53995, 1.19695, -0.70059], [-0.09491, 0.31649, 0.00547], [-1.21638, -0.52506, 0.37408], [3.02820, -1.22716, -0.23005], [1.58868, 0.60028, 0.64233], [0.62864, 1.89463, -1.49637], [-0.99668, -1.55070, 0.06751], [-2.12719, -0.18468, -0.11806], [-1.35031, -0.52074, 1.45567]]
}

(17)
{
  "formula": "C3H4OS2",
  "method": "ωB97M-V with the def2-TZVPD basis set",
  "multiplicity": 1,
  "e_homo_ev": [-7.0, -7.7],
  "e_above_lowest_kj_mol": 391.0,
  "lumo_ev": [-1.31, -0.62],
  "homo_lumo_gap_ev": [5.72, 7.13],
  "charge": 0,
  "elements": ["C", "C", "C", "O", "S", "S", "H", "H", "H", "H"],
  "coordinates": [[0.51020, 0.81457, 0.44518], [-0.68274, 0.42148, 0.70280], [-1.64655, -0.04114, -0.38997], [4.11868, -1.10986, -0.26303], [1.87911, 1.00684, -0.31817], [2.69946, -1.00128, 0.11542], [-1.18279, 0.44848, 1.68790], [-2.42072, 0.63240, -0.41335], [-2.04741, -0.99628, -0.15916], [-1.22723, -0.17520, -1.40761]]
}

(18)
{
  "formula": "C3H4OS3",
  "method": "ωB97M-V with the def2-TZVPD basis set",
  "multiplicity": 1,
  "e_homo_ev": -9.0,
  "e_above_lowest_kj_mol": 60.5,
  "smiles": "O=C(S)CSC=S",
  "lumo_ev": -0.38,
  "homo_lumo_gap_ev": 8.57,
  "charge": 0,
  "elements": ["C", "C", "C", "H", "H", "H", "H", "O", "S", "S", "S"],
  "coordinates": [[1.42855, 0.49251, 0.46361], [0.01298, -0.08956, 0.28293], [-1.93622, -0.81093, -1.57651], [2.87030, 1.61611, 1.92599], [-0.79858, 0.52806, 0.78891], [-0.10774, -1.13850, 0.74524], [-2.29684, -0.84077, -2.68100], [2.26753, 0.49460, -0.39587], [1.70036, 0.99912, 2.21121], [-0.29019, -0.26200, -1.53552], [-2.85016, -0.98863, -0.22899]]
}

(19)
{
  "formula": "C3H4S",
  "method": "ωB97M-V with the def2-TZVPD basis set",
  "multiplicity": 1,
  "e_homo_ev": -8.3,
  "e_above_lowest_kj_mol": 59.6,
  "lumo_ev": 0.88,
  "homo_lumo_gap_ev": 9.21,
  "charge": 0,
  "elements": ["C", "C", "C", "S", "H", "H", "H", "H"],
  "coordinates": [[-0.29576, 0.44410, -0.03887], [0.21760, -0.91668, 0.10552], [0.79989, 1.25535, -0.05669], [1.95785, -0.15375, -0.06087], [-1.37608, 0.52879, -0.14639], [0.11846, -1.74074, -0.63509], [1.13180, 2.30534, 0.08773], [0.35480, -1.23840, 1.11858]]
}

(20)
{
  "formula": "C3H4S",
  "method": "ωB97M-V with the def2-TZVPD basis set",
  "multiplicity": 1,
  "e_homo_ev": -8.8,
  "e_above_lowest_kj_mol": 0.0,
  "smiles": "C=CC=S",
  "lumo_ev": -0.89,
  "homo_lumo_gap_ev": 7.91,
  "charge": 0,
  "elements": ["C", "C", "C", "H", "H", "H", "H", "S"],
  "coordinates": [[-0.96563, -0.82522, -0.00860], [-0.34869, 0.36765, -0.02399], [1.08360, 0.62099, -0.02054], [-2.05294, -0.86089, 0.07490], [-0.37006, -1.75303, -0.05634], [-0.97803, 1.23765, -0.00333], [1.33870, 1.67011, 0.04329], [2.29305, -0.45725, -0.00540]]
}

| no. | strongest force on any atom (eV/A) |
| --- | --- |
| 1 | 2.3 |
| 2 | 10.4 |
| 3 | 11.4 |
| 4 | 4.3 |
| 5 | 6.6 |
| 6 | 2.5 |
| 7 | 2.8 |
| 8 | 7.4 |
| 9 | 4.1 |
| 10 | 3.3 |
| 11 | 4.1 |
| 12 | 3.8 |
| 13 | 3.7 |
| 14 | 2.9 |
| 15 | 4.2 |
| 16 | 1.8 |
| 17 | 2.7 |
| 18 | 2.1 |
| 19 | 3.3 |
| 20 | 1.0 |